169
Properties=species:S:1:pos:R:3:forces:R:3:mulliken_charge:R:1 method="wB97M-V/def2-TZVPD" homo_ev=-9.5 relative_energy_ev=5.235 total_energy_ev=-114722.02772
C 2.7002 -5.5743 -2.5407 -2.575 -1.229 -1.072 -0.904
C 3.5655 -4.3853 -2.5795 -0.224 1.966 1.740 0.001
C 3.2617 -3.7231 -1.1967 -1.138 -0.497 -2.164 -0.174
O 1.8833 -4.0884 -0.9437 0.149 0.236 1.217 -0.169
C 1.3389 -5.0721 -1.8460 3.300 0.629 -0.030 0.114
H 3.0549 -6.4845 -2.0573 0.229 0.192 0.006 0.291
H 2.4487 -5.7597 -3.5850 -0.006 -0.868 -0.014 0.376
H 3.0874 -3.6910 -3.2706 0.446 -0.018 -0.506 -0.219
H 4.6427 -4.4345 -2.7387 -0.185 -0.460 -0.249 0.499
H 3.1885 -2.6583 -1.4178 0.799 0.249 0.937 -0.148
H 3.9910 -4.0945 -0.4769 -0.400 0.413 0.557 0.317
H 0.6970 -4.5187 -2.5314 -0.219 -0.458 -0.177 -0.110
H 0.8338 -5.8317 -1.2493 -0.119 -0.019 -0.302 0.232
C 5.7216 1.4909 -2.2141 2.789 3.368 -0.838 -0.789
C 6.1549 0.4589 -3.2790 1.784 1.371 0.616 -0.662
C 5.1726 -0.5593 -2.9644 -1.222 -2.268 -0.161 -0.539
O 4.0599 0.1973 -2.6609 -4.403 -0.792 0.176 -0.231
C 4.2860 1.3540 -1.8941 1.122 -1.368 -0.758 0.549
H 5.8554 2.4882 -2.6332 0.329 0.216 -0.152 0.331
H 6.3808 1.5353 -1.3471 -0.045 -0.568 0.084 0.396
H 7.2184 0.2601 -3.1463 -0.083 -0.472 0.123 0.348
H 6.0728 0.8162 -4.3055 -0.410 0.133 0.101 0.246
H 5.3258 -1.2689 -2.1514 0.936 0.138 0.458 0.247
H 4.8426 -1.2125 -3.7722 0.218 0.119 -0.402 0.304
H 4.2534 1.2217 -0.8126 -1.015 -0.165 0.167 -0.346
H 3.6401 2.1232 -2.3173 -0.017 0.086 0.491 0.271
C -2.9098 -3.2204 -1.2218 1.233 1.210 0.664 2.720
C -2.5318 -4.5832 -1.8587 0.938 1.075 -0.789 0.276
C -3.3144 -5.6110 -1.1415 -1.484 1.401 0.518 -0.556
O -4.4853 -4.7908 -0.8220 -0.575 -1.243 1.369 -0.565
C -4.0772 -3.4724 -0.2919 -0.466 -1.634 -1.303 0.012
H -3.1886 -2.3803 -1.8578 0.019 -0.521 -0.832 -1.399
H -2.0509 -2.7782 -0.7170 0.116 -0.173 0.405 -1.088
H -1.4727 -4.8348 -1.8029 0.189 0.439 -0.232 -0.394
H -2.8602 -4.5779 -2.8981 0.228 -0.089 -0.113 0.300
H -2.8369 -6.0328 -0.2571 0.045 0.206 0.350 0.187
H -3.5282 -6.4438 -1.8115 -0.734 0.085 0.195 0.373
H -3.8967 -3.3946 0.7802 0.398 -0.695 0.081 0.088
H -4.9471 -2.8382 -0.4629 0.106 0.024 -0.269 0.093
C 5.2138 3.6805 0.3498 -0.574 1.806 -0.901 -0.032
C 3.7706 4.0887 -0.0148 -0.745 -0.905 0.485 0.548
C 3.2162 4.8549 1.2177 1.758 -0.037 -0.515 0.950
O 4.4145 5.0677 2.0706 -0.744 -0.874 -0.693 -0.569
C 5.5866 4.8555 1.1974 -0.598 1.211 1.601 -0.950
H 5.7751 3.6797 -0.5846 0.373 -0.590 0.310 0.223
H 5.2505 2.7801 0.9631 0.174 -0.085 -0.423 0.173
H 3.2306 3.1652 -0.2235 -0.378 0.214 -0.027 -1.035
H 3.6574 4.7211 -0.8954 0.543 -0.076 -0.108 0.744
H 2.3902 4.3288 1.6963 0.432 -0.013 0.559 -0.910
H 2.8173 5.8065 0.8665 0.083 0.271 0.297 0.311
H 6.5003 4.7629 1.7845 -0.344 -0.442 0.501 0.394
H 5.7103 5.8363 0.7382 0.046 -0.231 -1.046 0.321
C 0.9193 -0.6111 -4.8849 -0.319 -0.060 -0.412 -0.201
C 0.6567 -2.1229 -4.8441 -0.077 -0.361 0.469 0.514
C -0.3399 -2.3940 -5.9535 0.330 1.445 -0.947 -0.620
O -0.9035 -1.1067 -6.2249 -0.898 0.353 -1.002 -0.491
C -0.4464 -0.1237 -5.3226 0.327 -0.844 0.370 -0.112
H 1.6063 -0.3154 -5.6778 0.378 -0.240 0.144 0.381
H 1.1965 -0.1288 -3.9475 0.302 -0.352 0.065 -0.176
H 0.0852 -2.3512 -3.9444 0.560 -0.094 0.536 -0.524
H 1.5299 -2.7636 -4.9669 0.055 0.075 0.383 0.369
H -1.1495 -3.0849 -5.7184 0.219 -0.208 0.130 0.185
H 0.1426 -2.6496 -6.8969 0.025 -0.595 0.059 0.297
H -1.1136 -0.1798 -4.4625 -0.217 0.852 0.241 -0.071
H -0.3468 0.8418 -5.8186 -0.634 0.015 0.108 0.463
C -0.4096 6.6682 -1.7803 -1.018 0.409 -1.054 -1.518
C -1.2051 5.9230 -0.7274 1.114 -0.376 -0.029 0.471
C -0.7827 4.4771 -0.5454 -0.091 -0.664 -1.548 0.341
O -0.2603 4.4052 0.7281 0.421 -0.239 3.062 0.392
C -0.3892 5.6041 1.4248 2.300 -1.079 0.775 0.334
O -0.0027 5.7813 2.5770 -1.534 -0.510 -3.022 -0.576
O -0.7438 6.4857 0.5136 -1.173 1.911 1.014 -0.386
H 0.6653 6.4920 -1.8187 0.017 0.192 0.945 0.321
H -0.7179 7.7070 -1.6630 0.721 0.239 -0.005 0.417
H -0.6671 6.4454 -2.8158 -0.661 -0.417 0.036 0.399
H -2.2868 6.0343 -0.8024 0.106 0.286 -0.060 0.376
H 0.0088 4.2415 -1.2568 0.064 -0.105 -0.038 -0.101
H -1.5352 3.6971 -0.6606 -0.310 0.319 -0.082 -0.309
C -3.6062 3.0128 3.5338 2.525 -0.090 -0.269 -1.596
C -2.3185 2.2933 2.8574 -1.368 2.159 -0.209 1.291
C -1.5526 1.3439 3.7476 -0.957 0.220 0.778 0.334
O -1.5759 0.1419 3.0080 0.971 -1.304 -0.572 0.493
C -2.3685 0.1969 1.9607 -4.566 -2.076 -1.878 -0.057
O -2.8521 -0.7941 1.3191 2.841 4.512 2.278 -0.418
O -2.8907 1.5175 1.8487 0.743 -3.883 -1.150 -0.135
H -3.2141 3.8372 4.1294 -0.187 -0.236 0.607 0.430
H -4.0917 2.2203 4.1034 -0.053 0.289 0.219 0.456
H -4.3348 3.4950 2.8820 0.357 -0.449 -0.577 0.294
H -1.5626 2.8527 2.3063 -0.329 1.226 0.468 -0.678
H -2.1377 1.1753 4.6516 0.310 -0.170 0.302 0.597
H -0.5322 1.6474 3.9818 -0.266 -0.137 -0.136 -0.770
C 1.4819 1.2344 0.9318 -0.056 -0.758 -1.187 1.524
C 0.9905 0.7503 -0.3956 -0.913 -0.375 -0.899 0.474
C 0.2414 -0.6326 -0.3875 1.294 1.680 -0.075 1.419
O -0.7504 -0.4046 -1.4061 0.828 -0.827 0.692 0.536
C -1.0236 0.9173 -1.4377 0.594 -1.040 0.518 -0.250
O -2.0510 1.2946 -1.8651 -1.300 1.375 -0.915 -0.508
O -0.0380 1.6607 -0.9153 -0.374 -0.594 0.430 -0.349
H 2.3397 0.5895 1.1227 0.154 0.172 0.564 0.653
H 0.6810 1.0098 1.6362 0.314 0.569 0.374 -1.170
H 1.7861 2.2693 0.7751 -0.201 -0.018 0.776 -1.366
H 1.7241 0.8042 -1.2001 0.436 -0.449 0.269 0.095
H -0.2010 -0.8376 0.5874 -0.386 0.082 -0.079 -1.331
H 0.9751 -1.4153 -0.5804 -0.468 -0.263 -0.615 -0.130
C -5.0240 2.5462 -1.7963 1.274 -1.219 -0.301 -1.141
C -5.2808 1.2493 -0.9376 3.278 3.494 -1.359 1.514
C -5.6994 1.5575 0.4779 1.448 -0.924 0.617 0.372
O -6.8540 0.8130 0.4994 -2.410 0.274 3.050 -0.342
C -7.2215 0.3658 -0.6486 -6.279 -3.766 -1.686 0.435
O -8.3181 -0.2643 -0.8186 4.635 2.580 0.349 -0.682
O -6.3160 0.6339 -1.5658 -1.885 -1.433 -1.022 -0.256
H -4.4942 2.2808 -2.7112 0.371 -0.354 0.072 -0.023
H -4.3446 3.2245 -1.2800 -0.346 0.283 0.089 0.180
H -5.9030 2.9950 -2.2588 -0.443 0.145 1.023 0.454
H -4.4427 0.5526 -0.9170 0.369 0.336 -0.210 -0.495
H -5.7900 2.5947 0.8006 -0.524 0.137 -0.458 0.123
H -5.0726 1.0559 1.2153 0.417 0.360 -0.208 -0.120
C 1.7036 -1.7790 7.9041 0.967 1.049 2.031 -1.679
C 1.1401 -2.4327 6.7375 -1.257 0.237 -0.466 0.554
C -0.2478 -1.8642 6.3708 -0.569 -1.395 2.004 -0.522
O -0.0393 -1.2085 5.1572 -1.401 0.871 -0.683 -0.158
C 1.1837 -1.3582 4.7142 1.121 0.549 -4.858 0.482
O 1.5304 -0.9664 3.5245 -0.884 -1.665 5.823 -0.560
O 1.8776 -2.0725 5.6041 2.010 0.437 -2.388 -0.371
H 2.7924 -1.8091 7.9434 0.026 -0.658 0.094 0.366
H 1.2575 -2.2318 8.7895 0.262 0.029 0.224 0.428
H 1.5176 -0.7073 7.9741 -0.451 0.087 -0.315 0.356
H 1.1925 -3.5157 6.8495 -0.240 -0.015 -0.249 0.330
H -0.6484 -1.2078 7.1434 0.438 0.588 -0.186 0.381
H -1.0063 -2.6470 6.3733 -0.035 -0.073 -1.057 0.207
C -4.1535 -2.1467 -5.3691 0.561 -1.066 0.930 -1.062
C -4.5649 -0.9396 -4.5854 1.881 0.767 -0.766 2.413
C -4.0144 0.3754 -5.1853 -1.489 0.883 0.581 0.047
O -5.2616 1.1455 -5.4171 0.246 -1.306 -0.403 -0.408
C -6.3568 0.3372 -5.1895 -1.286 0.853 0.736 0.497
O -7.5056 0.6525 -5.4580 3.066 -1.105 0.627 -0.565
O -5.9632 -0.7957 -4.4657 -0.477 1.312 -1.239 -0.385
H -4.3294 -2.9742 -4.6818 -0.727 -0.562 -0.522 0.398
H -3.0654 -2.2038 -5.3999 0.145 0.579 -0.382 -0.225
H -4.5513 -2.2876 -6.3741 -0.229 0.115 0.235 0.384
H -4.0251 -0.9864 -3.6396 -0.825 -0.351 0.583 -1.222
H -3.3676 0.3093 -6.0602 -0.631 -0.273 -0.404 0.227
H -3.4182 0.9109 -4.4464 -0.248 0.188 0.136 -0.064
C 1.9194 2.3873 4.1039 0.388 -0.651 0.065 -0.831
C 3.3640 2.0278 4.5535 -2.813 -1.544 -1.196 0.482
C 4.3506 1.6806 3.4129 0.140 2.119 1.263 0.998
O 5.5225 2.4677 3.9504 -1.376 -0.885 -1.013 -0.450
C 5.0934 3.3385 4.9143 1.865 0.243 1.370 0.593
O 5.8709 4.0453 5.5126 -1.513 -0.651 -1.116 -0.591
O 3.7811 3.1592 5.2285 2.300 0.979 -0.317 -0.436
H 1.9483 3.2761 3.4735 0.105 -0.080 -0.093 0.204
H 1.2885 2.6508 4.9528 0.239 -0.030 0.258 0.585
H 1.4204 1.5693 3.5843 0.336 -0.025 -0.060 -0.695
H 3.4046 1.1824 5.2404 -0.353 -0.081 0.232 0.288
H 4.0121 2.0612 2.4493 0.242 0.538 0.085 -0.948
H 4.5217 0.6167 3.2486 0.517 0.119 0.690 0.494
C 0.1648 -3.6736 1.7426 -1.386 -1.283 0.494 0.141
C -0.8205 -4.5509 2.5569 -0.493 -0.455 0.827 0.335
C -0.3157 -5.1870 3.9313 0.523 2.759 -2.332 -0.323
O -1.3484 -4.8334 4.7983 -0.960 -0.866 1.408 -0.406
C -2.2698 -3.9518 4.2702 0.014 1.463 2.961 0.489
O -3.0316 -3.3233 5.0097 1.516 -1.903 -2.221 -0.622
O -2.0254 -3.7732 3.0075 0.827 -0.217 -1.689 -0.073
H -0.1960 -3.5651 0.7198 -0.165 0.249 0.117 -0.331
H 1.0698 -4.2713 1.6347 0.328 0.392 0.245 0.465
H 0.2739 -2.7064 2.2333 0.392 -0.104 -0.054 -0.509
H -1.2144 -5.4170 2.0251 -0.127 0.412 -0.633 0.263
H 0.5620 -4.5999 4.2014 0.333 -0.167 0.355 0.152
H -0.0018 -6.2219 3.7950 -0.786 -0.159 0.529 0.402